Here is a cluster of 2 separate species, C3H6N2O in total from OMol25. Energies are from ωB97M-V/def2-TZVPD.

Geometry as XYZ:
```
12
Properties=species:S:1:pos:R:3:forces:R:3
N 0.530 0.785 0.869 0.1 0.2 0.0
C 0.655 -0.514 0.234 -0.1 -0.1 0.0
C -0.519 -0.321 -0.639 0.0 -0.1 -0.1
O -1.882 0.861 0.336 -0.1 -0.2 0.1
C 1.894 -0.757 -0.522 0.8 -0.1 -0.5
N 2.862 -0.917 -1.136 -1.0 0.2 0.6
H 1.054 1.461 0.312 0.0 -0.1 0.1
H -0.970 1.076 0.816 0.1 0.0 0.0
H 0.520 -1.326 0.957 0.0 0.1 -0.1
H -0.385 0.337 -1.488 0.0 -0.1 0.1
H -1.346 -1.019 -0.695 0.1 0.1 0.0
H -2.413 0.334 0.957 0.0 0.2 -0.1
```
Forces are in eV/Å.

Properties
ΔE to the lowest compared entry with this formula, charge and spin = 499.8 kJ/mol
HOMO level (alpha / beta) = -8.751 / -8.753 eV
HOMO-LUMO gap (alpha / beta) = 8.063 / 8.066 eV
LUMO energy (alpha / beta) = -0.687 / -0.687 eV

Mulliken population analysis, charges in e, atoms 1 to 5:
1. N -0.88
2. C 0.62
3. C -0.53
4. O -0.71
5. C 0.04

Here is a structure of composition C16H18CaN2O5 from OMol25. Energies are from ωB97M-V/def2-TZVPD.

Geometry as XYZ:
```
42
Properties=species:S:1:pos:R:3:forces:R:3
Ca 0.254 0.448 -3.350 -0.3 -0.6 0.1
C 0.548 2.321 -0.801 0.3 4.4 2.1
O 0.690 3.399 -0.412 -0.5 -4.0 -1.0
C 0.309 3.092 -3.389 0.1 4.7 0.5
O 0.342 4.212 -3.124 -0.2 -4.1 -1.3
C -1.663 1.539 -2.125 -4.7 2.3 1.8
O -2.552 2.092 -1.635 3.7 -2.3 -1.8
C 2.294 1.484 -2.339 4.9 2.4 1.7
O 3.164 2.099 -1.887 -3.5 -2.6 -1.9
C 0.371 0.001 -6.602 0.0 0.1 0.3
H 1.305 -0.572 -6.533 -0.3 0.3 -0.1
H -0.561 -0.573 -6.513 0.3 0.3 -0.1
C 0.367 1.302 -6.946 0.0 -0.1 0.2
H -0.564 1.855 -7.122 0.4 -0.3 0.1
H 1.296 1.853 -7.145 -0.4 -0.3 0.1
C -2.825 -1.118 4.610 -0.4 0.1 -0.2
C -1.355 -0.760 4.633 0.3 -0.4 0.2
N -0.775 -0.573 3.284 0.3 -0.8 -0.6
C -0.058 0.667 3.010 -0.3 0.3 -0.5
C 1.446 0.560 2.856 0.3 -0.1 0.3
C -0.689 -1.685 2.479 -1.0 0.0 1.6
O -1.115 -2.778 2.860 0.8 0.9 -1.0
C -0.079 -1.605 1.089 0.0 0.7 -0.1
C 0.800 -2.644 0.772 -0.5 0.3 -0.5
C 1.371 -2.630 -0.488 0.7 0.3 -0.7
C 1.059 -1.608 -1.399 -0.7 -0.7 0.7
N 0.122 -0.678 -1.142 0.8 0.4 0.5
C -0.359 -0.609 0.135 0.2 -0.8 -0.3
H -3.423 -0.347 4.119 0.0 0.0 0.0
H -3.216 -1.238 5.623 0.2 0.0 -0.1
H -2.949 -2.057 4.070 -0.2 0.1 0.2
H -1.163 0.171 5.172 -0.1 -0.2 0.0
H -0.826 -1.587 5.132 0.0 0.3 -0.1
H -0.468 1.090 2.090 -0.1 0.3 0.1
H -0.313 1.368 3.811 0.1 -0.2 -0.2
H 1.738 -0.040 1.995 0.0 0.0 0.0
H 1.899 1.549 2.740 -0.1 -0.1 0.1
H 1.882 0.090 3.737 0.1 0.0 0.0
H 0.987 -3.428 1.504 0.0 0.2 -0.2
H 2.102 -3.374 -0.775 0.0 0.0 0.0
H 1.549 -1.567 -2.388 -0.1 -0.3 0.3
H -0.942 0.279 0.397 -0.1 -0.6 -0.3
```
Forces are in eV/Å.

Properties
HOMO level = -14.133 eV
HOMO-LUMO gap = 5.850 eV
LUMO energy = -8.283 eV
Net charge = +2

Mulliken population analysis, charges in e, atoms 1 to 5:
1. Ca 1.59
2. C 0.35
3. O -0.17
4. C 0.03
5. O -0.05

Here is a cluster of 8 separate species, H16O8 in total from OMol25. Energies are from ωB97M-V/def2-TZVPD.

Geometry as XYZ:
```
24
Properties=species:S:1:pos:R:3:forces:R:3
O -1.699 1.582 -0.896 -0.7 0.2 1.4
H -0.815 1.221 -0.986 0.7 -0.2 0.0
H -2.078 1.504 -1.752 -0.6 -0.1 -1.1
O 0.305 0.304 0.973 0.7 2.0 -0.1
H -0.588 0.066 1.176 -0.6 -1.1 0.3
H 0.954 -0.381 0.881 -0.3 -1.1 0.1
O -2.950 -1.977 -0.451 0.0 -0.3 -0.4
H -2.848 -1.394 0.310 -0.1 -0.3 0.3
H -2.282 -1.659 -1.060 0.1 -0.1 -0.3
O -2.536 -0.130 1.401 0.7 -1.5 2.2
H -2.648 0.383 0.641 -0.4 2.1 -2.0
H -3.018 0.248 2.137 -0.1 0.2 -0.1
O 1.595 -2.110 0.176 0.1 0.7 -1.8
H 1.290 -2.885 0.621 -0.2 -0.8 0.6
H 1.423 -2.284 -0.780 0.1 0.2 1.1
O 4.410 -1.737 0.561 -0.6 -0.5 -0.3
H 4.860 -0.915 0.663 0.8 0.8 0.2
H 3.544 -1.468 0.220 0.0 -0.5 0.2
O 0.459 3.024 0.663 0.5 1.4 -0.3
H 0.365 2.152 1.014 0.1 -1.3 0.4
H -0.432 3.288 0.444 -0.3 0.1 -0.2
O 0.614 0.746 -1.969 0.1 0.1 -0.7
H 1.405 0.891 -1.465 0.6 -0.3 1.0
H 0.670 1.531 -2.522 -0.4 0.1 -0.5
```
Forces are in eV/Å.

Properties
ΔE to the lowest compared entry with this formula, charge and spin = 190.8 kJ/mol
HOMO level = -10.686 eV
HOMO-LUMO gap = 10.739 eV
LUMO energy = 0.054 eV

Mulliken population analysis, charges in e, atoms 1 to 5:
1. O -0.64
2. H 0.45
3. H 0.28
4. O -0.60
5. H 0.33

Number 1: E -8231.5185 eV. Number 2: E -48523.5609 eV. Number 3: E -16640.0335 eV.